# 1
Here is a 2-piece molecular cluster, H4O2 overall in a non-equilibrium geometry from OMol25. Energies are from the ωB97M-V functional and the def2-TZVPD basis.

Results
E_LUMO: 0.75 eV
DFT total energy: -152.870040 hartree
strongest force on any atom: 0.032 Eh/bohr
energy above the lowest of the compared OMol25 structures with the same formula, charge and spin: 0.133 eV
HOMO-LUMO gap: 0.431 Eh
SMILES string: O.O

```
! wB97M-V def2-TZVPD RIJCOSX def2/J DEFGRID3
* xyz 0 1
H 1.68437 -0.89965 0.25540
H 1.75945 0.59670 0.38683
H -2.31064 0.57678 -0.05952
H -0.79752 -0.00798 -0.33566
O 1.37718 -0.06604 -0.19006
O -1.71285 -0.19982 -0.05700
*
```

# 2
Here is a 2-piece molecular cluster, H4O2 overall in a non-equilibrium geometry from OMol25. Energies are from the ωB97M-V functional and the def2-TZVPD basis.

Results
E_LUMO: 0.52 eV
DFT total energy: -152.862826 hartree
strongest force on any atom: 0.027 Eh/bohr
energy above the lowest of the compared OMol25 structures with the same formula, charge and spin: 0.330 eV
HOMO-LUMO gap: 0.420 Eh
SMILES string: O.O

```
! wB97M-V def2-TZVPD RIJCOSX def2/J DEFGRID3
* xyz 0 1
H -0.51733 -0.52019 -0.17959
H -1.41687 0.69526 0.12419
H 0.92502 0.78940 -0.07416
H 1.33790 -0.60675 0.57513
O -1.46156 -0.20850 -0.18208
O 1.13283 -0.14921 -0.26349
*
```